Record 1
53
Properties=species:S:1:pos:R:3:forces:R:3 method="wB97M-V/def2-TZVPD" lumo_ev=-7.283 max_force_ev_per_a=7.171 homo_lumo_gap_ev=4.597 e_homo_ev=-11.9 energy_ha=-1397.36185 total_charge=+2
C -2.087 -3.704 -4.598 0.6067 -0.4804 -1.1259
C -1.193 -4.066 -5.563 -2.7754 0.3098 0.7419
H -3.161 -3.760 -4.796 0.3915 0.1094 0.1165
H -1.762 -3.380 -3.612 -0.0609 -0.1931 -0.1196
C 0.226 -4.027 -5.337 2.4365 0.9301 1.2688
C 0.786 -3.203 -4.405 -0.2919 -0.8450 -0.9916
H 0.181 -2.534 -3.798 0.1493 -0.0071 -0.1936
H 1.871 -3.186 -4.269 -0.3934 -0.0150 0.0310
C -1.713 -4.530 -6.908 0.0381 0.1374 -0.0590
H -2.810 -4.508 -6.929 0.3242 -0.0232 0.0197
H -1.382 -5.550 -7.134 -0.0519 0.1899 0.0284
H -1.344 -3.875 -7.715 -0.0762 -0.2340 0.2459
C 1.128 -4.920 -6.164 -0.0429 -0.1238 0.0852
H 1.025 -4.711 -7.235 0.0116 -0.0554 0.1921
H 0.874 -5.982 -6.008 0.0440 0.3378 -0.0921
H 2.179 -4.779 -5.882 -0.3084 -0.0197 -0.0944
Pb 0.195 1.937 1.938 -0.0943 1.9892 -0.3954
O -0.562 0.431 0.823 -1.3717 -6.6554 -2.2911
C -0.310 -0.828 0.872 0.3890 4.5118 1.4862
O 1.427 0.537 2.989 0.6281 -1.8346 0.4339
C 1.282 -0.670 2.764 1.8365 0.0916 1.9446
O 2.006 -1.481 3.532 -1.3263 -0.0889 -1.5734
N 0.524 -1.358 1.851 -0.4585 0.1938 -0.4456
C 1.645 -2.852 3.182 0.9922 -0.6983 2.0232
C 0.823 -2.799 1.950 -0.2368 0.1033 -1.4804
H 1.098 -3.243 4.050 0.1868 0.0116 -0.3112
H 2.589 -3.387 3.075 -0.2230 -0.0600 -0.0433
H -0.101 -3.365 2.014 0.0158 -0.0902 0.1042
H 1.376 -3.103 1.049 -0.1737 0.0097 0.2911
C -0.901 -1.592 -0.075 -2.0852 -3.3037 -3.5749
C -1.659 -1.079 -1.104 0.9419 -0.7821 1.3014
H -0.756 -2.672 -0.013 -0.1753 0.2384 -0.2982
H -1.817 -0.010 -1.200 -0.0105 -0.1484 -0.0330
H -2.102 -1.758 -1.835 0.1383 0.2646 0.2042
N 1.486 3.617 1.313 1.4824 2.0978 -0.3007
C 1.054 4.709 2.238 1.1780 -1.1858 -1.7437
C 1.732 5.868 2.142 -0.3039 0.9141 0.6966
C 1.386 6.897 3.035 0.3387 1.0031 0.1697
C 0.408 6.747 3.972 -0.7374 -0.3373 0.5839
C -0.317 5.513 4.091 1.0718 1.3794 -0.4711
C -1.319 5.267 5.047 -0.0566 0.1187 0.1479
C -1.944 4.049 5.134 -0.4781 0.3916 0.6811
C -1.592 3.028 4.281 2.0714 1.2655 -1.6199
N -0.636 3.281 3.359 -0.9907 2.0504 2.3608
C 0.049 4.512 3.195 -2.2039 -2.1520 1.4135
H 1.356 3.795 0.312 -0.2375 0.4111 0.3690
H 2.472 3.377 1.406 0.1550 0.3812 0.2654
H 2.520 6.008 1.414 -0.0364 -0.0212 0.0109
H 1.926 7.841 2.977 -0.1456 -0.1922 0.0335
H 0.142 7.538 4.672 0.2238 0.0081 -0.2550
H -1.578 6.072 5.730 -0.0330 -0.1478 -0.0636
H -2.700 3.858 5.865 -0.3226 0.1135 0.3864
H -2.020 2.030 4.308 0.0507 0.1317 -0.0602

---

Record 2
53
Properties=species:S:1:pos:R:3:forces:R:3 method="wB97M-V/def2-TZVPD" lumo_ev=0.148 max_force_ev_per_a=14.836 de_lowest_kcal_mol=495.8 homo_lumo_gap_ev=7.465 e_homo_ev=-7.3 energy_ha=-1279.76973
C -3.246 -5.113 3.185 -9.8241 -1.0798 -1.2912
H -3.814 -6.062 2.898 0.9634 0.6793 0.4167
O -2.707 -4.691 2.086 3.8976 5.3514 -3.2804
C -2.008 -3.354 2.205 -0.7202 1.3477 -0.6825
C -2.051 -2.450 3.372 2.0826 -3.4553 -4.2491
C -1.128 -1.337 3.358 -0.6557 -4.4205 -8.7543
C -0.362 -0.838 2.258 -6.2986 -7.3464 -1.0067
C -0.712 -1.704 0.959 3.6293 1.7524 0.1390
C -1.377 -2.886 0.920 -1.3920 2.6635 8.6070
H -1.405 -3.480 0.169 -0.1666 -3.6646 -5.0833
O 0.104 -1.346 -0.176 -1.4885 4.5089 5.0922
C 0.079 -1.982 -1.388 -3.8401 1.8365 0.4413
H 0.460 -2.766 -0.973 2.0415 -6.7719 0.0319
H 0.803 -1.495 -1.915 1.3383 1.2563 -2.2809
H -0.968 -2.040 -1.723 0.6173 -0.2103 -0.7546
N 0.318 0.273 2.177 0.1275 0.2240 1.6662
C 0.456 1.235 3.294 0.1068 -5.3959 -9.0186
O 0.136 1.071 4.343 -3.2577 -1.6453 9.4035
C 1.135 2.189 2.685 7.3466 10.0303 1.3213
C 0.452 3.075 1.782 -5.2709 3.6271 -3.9783
N 0.294 2.880 0.480 7.7178 -7.6562 9.3592
N -0.237 3.411 -0.436 -4.4239 5.6233 -1.7637
C -0.395 3.020 -1.708 0.9719 -1.9357 0.6190
O -0.974 3.688 -2.457 -3.2944 4.0178 -3.1998
C 0.221 1.857 -2.195 5.6405 1.7283 7.6028
C 0.522 1.764 -3.498 1.0519 5.7885 -5.6551
C 1.376 0.775 -3.828 -1.6157 -10.0516 -4.1423
C 0.739 -0.689 -4.472 -0.8107 5.6811 1.7136
C 1.674 -1.603 -4.746 -9.5641 -5.3235 -2.4212
C 2.965 -1.623 -4.476 -0.2366 -6.6089 -2.6557
C 3.470 -0.588 -4.104 5.6020 12.7872 5.0199
C 2.656 0.677 -3.795 5.0147 -1.9808 0.6334
H 3.249 1.458 -3.341 0.2124 0.4687 -0.1767
H 4.579 -0.344 -3.872 -1.8337 -1.0638 -0.6475
H 3.521 -2.428 -4.789 1.2628 -1.9926 -0.2904
H 1.078 -2.738 -5.171 2.1516 3.4103 1.0771
H -0.456 -0.540 -4.611 3.1983 -1.2610 0.0289
H 1.271 2.657 -3.878 -2.8813 -0.8954 0.7776
H -0.417 1.704 -4.007 -0.5109 0.3664 -1.2275
H 0.146 0.982 -1.713 -1.1123 -3.2510 2.0179
H 1.539 2.127 -1.419 -3.0717 -0.8353 -2.0406
H -0.761 4.192 -0.132 -1.3894 1.7925 -0.8466
C -0.496 4.199 2.410 -2.3644 -4.8470 2.3648
H -0.603 4.028 3.549 0.7512 0.4264 -1.6614
H -0.173 5.131 2.227 1.1625 3.4599 -0.6028
H -1.631 4.119 2.178 1.8623 -0.0189 -0.5004
H 2.103 2.015 2.236 0.1076 -1.1947 0.0115
H 1.547 2.969 3.716 -1.1878 -1.9504 -3.0591
H 0.417 0.394 1.202 1.1178 1.7057 -1.0916
H -1.049 -0.867 4.135 0.7936 5.0290 8.6081
H -2.444 -3.001 4.209 -0.1539 0.9416 0.7826
H -2.679 -5.329 3.926 4.0532 -1.0583 5.1493
H -4.259 -4.517 3.551 2.5424 -0.5889 -0.5225

---

Record 3
54
Properties=species:S:1:pos:R:3:forces:R:3 method="wB97M-V/def2-TZVPD" lumo_ev=0.118 max_force_ev_per_a=0.426 de_lowest_kcal_mol=30.6 homo_lumo_gap_ev=9.242 e_homo_ev=-9.1 smiles="Cc1cc(C(=O)NC[C@@H]2[C@@H](C)CCCN2C(=O)c2ccc(=O)oc2)ncc1CO" energy_ha=-1355.75137
C 3.785 -2.313 -2.166 0.0018 -0.0045 0.0033
C 3.058 -1.027 -1.901 0.0044 0.0047 -0.0029
C 1.716 -0.883 -2.219 0.0173 0.0461 -0.1654
C 1.072 0.309 -1.924 -0.0415 -0.1131 0.3115
C -0.430 0.397 -2.077 0.0498 0.1978 -0.3743
O -1.076 -0.487 -2.621 -0.0320 -0.1080 0.1946
N -0.964 1.514 -1.546 0.0100 -0.0239 0.0148
C -2.366 1.605 -1.201 0.0025 0.0152 -0.0153
C -2.837 0.489 -0.251 -0.0043 -0.0086 0.0000
C -4.103 0.841 0.534 0.0116 -0.0008 0.0106
C -5.232 1.299 -0.380 -0.0027 0.0021 -0.0054
C -4.530 -0.391 1.338 -0.0075 -0.0002 0.0080
C -3.398 -0.964 2.185 -0.0015 0.0012 -0.0004
C -2.150 -1.216 1.342 0.0122 -0.0082 -0.0030
N -1.776 0.011 0.642 -0.0049 -0.0130 0.0105
C -0.900 0.893 1.220 -0.0121 0.0106 0.0131
O -1.088 2.099 1.264 0.0055 -0.0016 0.0057
C 0.404 0.312 1.662 0.0081 -0.0040 -0.0025
C 0.954 -0.903 1.129 -0.0106 0.0059 -0.0042
C 2.214 -1.266 1.423 0.0125 -0.0009 -0.0065
C 3.062 -0.439 2.256 -0.0263 -0.0032 0.0043
O 4.213 -0.631 2.535 0.0196 0.0060 -0.0047
O 2.453 0.706 2.773 0.0143 -0.0020 -0.0028
C 1.203 1.054 2.450 -0.0167 0.0036 0.0028
N 1.686 1.343 -1.357 -0.0057 0.0023 0.0035
C 2.975 1.213 -1.058 -0.0059 -0.0072 0.0074
C 3.700 0.050 -1.284 -0.0137 -0.0127 0.0134
C 5.123 -0.075 -0.816 -0.0264 -0.0002 0.0216
O 5.562 1.166 -0.301 0.0546 0.0060 -0.0436
H 4.179 -2.740 -1.240 -0.0002 0.0007 -0.0017
H 3.126 -3.046 -2.628 -0.0002 -0.0011 0.0015
H 4.637 -2.154 -2.829 -0.0018 0.0009 -0.0030
H 1.148 -1.683 -2.675 0.0004 -0.0010 0.0016
H -0.313 2.120 -1.067 0.0000 0.0027 -0.0086
H -2.522 2.581 -0.747 -0.0012 -0.0029 0.0027
H -2.971 1.542 -2.106 0.0043 -0.0009 -0.0030
H -3.063 -0.383 -0.876 -0.0013 0.0016 -0.0010
H -3.842 1.650 1.226 -0.0002 -0.0009 0.0002
H -5.442 0.544 -1.142 0.0011 0.0002 0.0002
H -6.148 1.454 0.193 -0.0001 -0.0007 -0.0001
H -4.999 2.235 -0.888 0.0006 0.0001 -0.0002
H -5.384 -0.140 1.971 -0.0004 0.0006 -0.0026
H -4.877 -1.156 0.633 0.0024 0.0006 -0.0006
H -3.140 -0.261 2.983 -0.0006 0.0015 -0.0019
H -3.711 -1.895 2.663 0.0011 0.0000 -0.0009
H -1.331 -1.545 1.978 0.0057 0.0046 -0.0012
H -2.336 -1.995 0.596 -0.0031 0.0019 -0.0001
H 0.357 -1.503 0.455 -0.0037 -0.0044 0.0037
H 2.669 -2.161 1.025 0.0006 0.0021 -0.0024
H 0.906 2.004 2.870 0.0017 0.0001 -0.0003
H 3.455 2.062 -0.591 0.0052 -0.0009 -0.0038
H 5.167 -0.851 -0.041 0.0117 -0.0020 -0.0042
H 5.760 -0.403 -1.647 -0.0062 0.0139 -0.0065
H 6.347 1.017 0.233 -0.0280 -0.0059 0.0377

---

Record 4
59
Properties=species:S:1:pos:R:3:forces:R:3 method="wB97M-V/def2-TZVPD" lumo_ev="2.454 / 1.709" multiplicity=3 max_force_ev_per_a=14.089 de_lowest_kcal_mol=237.2 homo_lumo_gap_ev="5.845 / 5.564" e_homo_ev="-3.4 / -3.9" energy_ha=-12880.20665 total_charge=-1
Ni -0.545 0.712 1.199 1.0294 -13.7058 -0.3605
Se -1.494 5.541 -2.025 -0.7330 0.1250 0.1367
Sb 0.019 4.100 -0.827 1.2449 3.6966 -3.5369
Se -1.149 1.955 2.532 -3.8640 7.7505 8.0319
Se -0.343 2.298 0.460 2.0707 12.7192 -5.6947
Se 2.062 5.376 -0.875 0.7208 0.0115 0.4455
C 3.306 -4.354 0.012 0.1710 -0.1799 0.0994
C 3.510 -3.323 -0.895 0.1679 -0.2005 -0.2197
C 2.658 -2.240 -0.926 -0.0464 -0.1032 0.1611
C 1.598 -2.201 -0.031 0.1899 -0.1485 0.0063
C 1.390 -3.229 0.874 -0.3293 -0.2160 0.3658
C 2.248 -4.311 0.901 0.0390 -0.1503 -0.0215
P 0.529 -0.776 -0.016 0.2878 -0.7647 -2.8316
C -0.717 -1.112 -1.302 0.1070 -0.0849 0.0538
C -1.089 -0.017 -2.086 0.5909 0.6178 0.3815
C -2.160 -0.108 -2.955 0.1225 -0.1693 -0.1469
C -2.847 -1.308 -3.048 -0.1323 0.0019 -0.1277
C -2.454 -2.413 -2.304 -0.1925 -0.2127 -0.0100
C -1.390 -2.323 -1.427 0.1125 0.0353 -0.0588
C -0.331 -0.998 1.482 0.8476 -4.1517 0.1918
C -1.684 -0.911 1.527 -3.1876 -1.8483 -0.2532
C -2.347 -0.699 2.719 -0.6829 -0.4591 0.8202
C -1.620 -0.491 3.879 -0.5269 -0.3244 0.7056
C -0.234 -0.453 3.819 0.1533 -0.3864 0.6519
C 0.380 -0.622 2.595 2.1585 -0.9519 2.3781
H 3.986 -5.193 0.043 0.0998 -0.0689 -0.0773
H 4.338 -3.374 -1.586 0.1291 -0.0096 -0.0536
H 2.811 -1.417 -1.611 0.0648 0.0311 0.0046
H 0.552 -3.196 1.581 0.3816 0.0541 -0.3498
H 2.077 -5.112 1.611 0.0837 -0.0251 -0.0322
H -0.561 0.961 -1.942 -0.6121 -1.0209 -0.2496
H -2.448 0.756 -3.536 -0.1095 0.0210 -0.0334
H -3.710 -1.384 -3.694 -0.0336 -0.0028 -0.0844
H -2.997 -3.348 -2.381 -0.0525 0.0268 -0.0786
H -1.101 -3.180 -0.818 -0.0199 0.1769 -0.1173
H -2.260 -1.140 0.638 -0.0565 0.2172 0.1366
H -3.433 -0.646 2.715 0.2297 0.0360 0.0722
H -2.135 -0.280 4.815 0.1091 -0.1025 -0.1772
H 0.355 -0.191 4.699 -0.1746 -0.0832 -0.2673
H 1.467 -0.583 2.523 -0.1889 0.1492 0.0679
C 4.487 2.484 1.577 0.0364 -0.2396 0.0822
N 3.764 2.499 0.329 0.5043 0.9145 -0.1094
C 2.989 1.502 -0.117 -0.5206 -1.0652 0.5260
N 2.521 1.678 -1.406 -0.6173 0.3937 -0.6512
O 2.727 0.470 0.533 1.1000 1.0820 -0.2802
H 5.564 2.381 1.401 -0.0701 0.0421 0.0545
H 4.164 1.639 2.188 -0.0810 0.1339 -0.1028
H 4.304 3.418 2.111 -0.0074 -0.0865 0.0457
H 3.712 3.410 -0.145 -0.2391 -0.5535 0.1826
H 2.631 2.632 -1.779 -0.1048 -0.5527 0.3166
H 1.553 1.348 -1.542 0.8909 0.0257 0.2055
N -4.965 1.182 -1.219 -0.6934 0.1653 -0.4911
C -3.751 1.732 -0.877 0.6147 -1.8465 1.5584
N -3.393 2.821 -1.546 0.7127 1.2016 -0.5096
O -3.042 1.151 -0.040 -1.1412 0.5926 -0.9221
H -5.635 1.769 -1.689 -0.0562 -0.0887 0.0736
H -5.347 0.491 -0.595 0.2384 0.1233 0.0374
H -3.999 3.306 -2.190 0.1060 -0.1404 0.1737
H -2.519 3.322 -1.338 -0.8419 -0.4009 -0.1183